# C11H26N4O7SSc

A structure of composition C11H26N4O7SSc (ωB97M-V with the def2-TZVPD basis set, the Open Molecules 2025 dataset).

## Properties
- Net charge: +1
- Lowest unoccupied orbital energy (spin up / spin down): -5.2608 / -5.2622 eV
- HOMO-LUMO gap (spin up / spin down): 4.80 / 4.90 eV
- Total energy: -63646.470 eV

Positions of all 50 atoms, in Å:
H -4.7262 -0.8320 1.3275
H -0.4137 -2.8076 -4.5294
N 1.8233 -0.2486 -1.0364
O -1.9147 -1.1218 1.9870
O -0.5471 -2.9422 -0.2566
H -1.4053 -3.1414 0.1772
C 2.5561 -0.9561 1.0576
S 0.2489 1.8191 1.2186
N -1.5898 0.4258 -1.3499
N -1.9646 -0.5723 0.7927
H 2.5907 1.9669 1.6357
H 3.1533 -1.8968 2.8839
H 4.8385 -0.8908 -0.9806
H -3.4278 2.6148 -1.6678
H -3.8815 1.2244 -2.6767
C -1.0238 2.0640 2.4876
H 0.6501 -2.0237 -3.3171
H -0.2201 -1.2765 2.5137
O 0.7914 -1.3033 2.5664
H -1.0935 1.1254 3.0510
O 0.1977 2.9863 0.2763
O -1.0476 0.9743 -2.3845
H 4.7873 0.4146 0.2285
H 1.2174 0.6234 -2.6635
H 0.1217 -3.4528 0.2489
H -1.0422 -1.4935 -3.4949
C -0.1637 -1.8569 -4.0352
H 0.6066 -1.2584 -5.7359
H -5.0708 0.7720 0.6569
C -3.0682 0.1218 0.3818
C 4.2577 -0.0250 -0.6284
H 4.4700 -1.6028 1.7147
H 1.7292 1.2036 3.0205
H -0.7439 2.9022 3.1359
C -4.3168 0.1780 1.1822
Sc -0.1278 -0.7499 -0.3861
C 1.7004 2.0068 2.2712
O 2.0946 0.3888 -2.2837
O 0.2199 -0.8329 -4.9523
C 2.8890 -0.4309 -0.2286
C -3.7917 1.5773 -1.6401
H 1.6007 2.9790 2.7607
H -4.1544 0.6354 2.1681
H -1.9695 2.2754 1.9784
N 1.2279 -1.1056 1.2393
H 4.1975 0.7035 -1.4424
C -2.8470 0.7233 -0.8855
H -4.7839 1.5577 -1.1743
H 3.8205 -0.2504 2.6465
C 3.5448 -1.1915 2.1409

***

# C11H27As3I2O4ReS4SbSe

A structure of composition C11H27As3I2O4ReS4SbSe (ωB97M-V with the def2-TZVPD basis set, the Open Molecules 2025 dataset).

## Properties
- Net charge: +2
- Energy relative to the best compared isomer or geometry (same formula, charge and spin): 2.390 eV
- Lowest unoccupied orbital energy: -8.5562 eV
- HOMO-LUMO gap: 4.67 eV
- Total energy: -336088.479 eV

Positions of all 54 atoms, in Å:
C -0.0899 1.6621 1.5316
H -3.7645 0.0860 4.2435
H 0.1868 4.6640 0.2901
O 2.2809 2.4151 -3.1025
C -1.5181 2.5126 -1.1673
C -0.7499 0.2035 3.3916
H -0.7785 2.4083 1.9387
H -1.9505 -3.6558 4.0230
O 2.1544 0.3319 -4.7488
As 0.8143 -1.1798 -0.4114
S 5.6205 -2.0606 -1.9005
H -2.7135 0.7562 1.5641
H -3.7421 -1.1918 3.0040
H -1.3084 1.0872 3.7174
H 2.3029 -3.0150 -1.2916
S 5.6156 1.4126 -4.2143
Re 1.8313 0.7983 -1.6243
H -1.3592 -1.0102 -1.7129
H -0.3155 -3.2401 3.5474
I -0.8960 -3.0347 -7.2115
H -0.3466 -2.3496 -2.2787
Se 1.2640 1.7814 -4.2319
H -1.9147 1.5983 -1.5976
C 0.3780 -0.8413 1.4534
C -1.3533 -2.9106 3.4970
H -1.2759 -2.5160 -0.7630
H 1.8132 3.9629 0.4923
As 0.1885 2.2275 -0.3121
O 0.7723 2.5820 -5.4853
H -1.3795 3.2481 -1.9576
H -2.3684 -0.9586 1.4015
H -2.2029 2.9030 -0.4150
H 2.8564 -2.4584 0.3044
C -3.4934 -0.9486 4.0348
O 0.2212 1.0741 -3.1317
As -1.6097 -1.2347 4.4973
H 1.4330 -3.5228 0.1733
S 2.4407 -0.6496 -3.4399
C -1.9852 0.0364 1.1878
I -1.2007 -1.2326 -5.2930
H -4.0867 -1.5826 4.6925
C -0.7163 -1.8276 -1.3952
H 1.3498 -0.6528 1.9212
H 0.0281 -1.8036 1.8266
Sb 5.0505 -0.3844 -3.1562
H 1.2137 4.3559 -1.1355
H 0.2504 0.3169 3.8197
H -1.9389 0.1472 0.1023
H 0.8747 1.8203 2.0233
C 1.9842 -2.7077 -0.2966
H -1.6972 -2.8836 2.4628
C -0.6279 0.2505 1.8505
S 3.5255 1.2116 -0.5715
C 0.9321 3.9994 -0.1460

***

# C11H27Cl2N2OP2Pb

A structure of composition C11H27Cl2N2OP2Pb (ωB97M-V with the def2-TZVPD basis set, the Open Molecules 2025 dataset).

## Properties
- Net charge: +3
- Lowest unoccupied orbital energy (spin up / spin down): -12.8679 / -13.2258 eV
- HOMO-LUMO gap (spin up / spin down): 5.09 / 4.65 eV
- Total energy: -65712.883 eV

Positions of all 46 atoms, in Å:
H -1.0121 -3.2583 -1.7267
N -0.4464 0.0282 4.9353
H 2.7569 -3.0810 -0.0313
H -0.1306 -2.0339 5.3523
H 1.8186 -4.5161 0.5080
H -1.7441 -1.4297 5.7042
P 0.1429 2.8432 -0.0977
H -0.0363 2.0524 5.3653
H 2.5031 3.4132 -0.3343
Cl 2.8289 -0.0669 2.8423
H -0.3470 4.5576 -1.7578
H 0.7236 0.8102 6.4662
H -1.1371 -0.9931 -4.2825
N -1.3303 0.0953 2.6120
C -1.9264 -0.6848 -2.4323
H 1.4982 4.8629 -0.0240
Cl 0.8312 -0.5817 -1.8175
H 1.3780 1.1159 4.7769
C -1.6174 -0.1628 -3.7032
C 1.6590 3.8127 0.2471
H -0.3792 -0.9460 6.7527
H 0.2672 3.0346 -2.5015
H 0.2205 -4.5187 -1.3857
H -0.8441 3.3753 2.0570
H -2.0767 3.2752 0.7790
H -0.8545 0.6169 -3.5259
C -0.8957 0.0459 3.7123
C -0.8031 -3.4908 1.1682
H -0.7007 -3.1758 2.2159
C -0.3860 3.4578 -1.7248
C 0.4779 1.0758 5.4236
H -1.4151 3.1191 -1.9123
H 1.9100 3.7323 1.3138
O -2.2158 -0.9160 -1.3258
C -1.0670 3.6392 1.0131
H 0.6636 -2.9919 -2.2363
H -1.0336 4.7289 0.8872
H 2.1766 -3.1707 1.6534
C 1.9414 -3.4307 0.6136
H -2.5183 0.2146 -4.2244
H -1.8182 -3.2511 0.8253
P 0.3927 -2.5834 0.1177
H -0.6299 -4.5725 1.0845
Pb 0.9358 0.2958 1.1739
C 0.0346 -3.4410 -1.4599
C -0.6829 -1.1636 5.7326

***

# C11H27Cl2N3O6

A cluster of 5 separate species, C11H27Cl2N3O6 in total (ωB97M-V with the def2-TZVPD basis set, the Open Molecules 2025 dataset).

## Properties
- Spin multiplicity: 2
- Net charge: -1
- Lowest unoccupied orbital energy (spin up / spin down): 2.5644 / 2.5508 eV
- HOMO-LUMO gap (spin up / spin down): 3.36 / 7.17 eV
- Total energy: -53636.792 eV

Positions of all 49 atoms, in Å:
C -18.2052 14.5156 6.1052
C -15.3582 12.8411 11.5305
H -17.6283 17.0549 9.6150
N -17.9800 8.9730 12.8994
H -14.6747 11.9936 11.4804
H -18.7899 9.7511 11.1058
C -18.2093 10.1096 11.9559
H -18.9132 14.7111 9.8202
C -16.1097 15.7509 10.4610
N -17.0941 10.9756 8.2533
H -15.2629 15.8231 9.7785
O -18.4130 9.1184 14.0356
H -14.9102 16.2054 12.2438
C -20.1096 14.8081 11.6645
C -16.0760 18.3170 10.4538
H -16.3283 15.1761 12.5150
O -17.4828 7.9439 12.5255
O -16.8439 12.1576 8.1547
Cl -18.9514 14.0306 12.8303
C -15.4906 15.3731 11.8459
H -20.1216 15.8781 11.8717
H -15.5213 18.4169 11.3868
C -16.9615 17.0475 10.4773
H -18.8968 14.0092 6.7784
H -17.4296 13.7768 5.9033
H -15.9855 12.4829 12.3468
H -20.6183 14.9187 9.6415
H -15.8883 12.8964 10.5797
H -18.6427 14.8943 5.1814
N -17.5564 15.7138 6.7088
H -16.6018 19.2645 10.3353
Cl -20.0923 12.6464 10.0457
H -16.6767 14.8925 10.1006
O -16.3242 15.8837 6.7591
C -14.6135 14.1411 11.8543
C -18.4168 10.6289 7.6984
O -16.4029 10.1298 8.8482
H -21.1478 14.5698 11.8955
H -17.2803 10.4572 11.5039
H -18.3856 9.6157 7.2977
O -18.2958 16.5058 7.1668
H -15.2973 18.4144 9.6974
H -18.6664 10.9501 12.4781
H -18.6651 11.2995 6.8757
H -14.2132 14.0478 12.8639
C -19.8687 14.4237 10.2588
H -19.0985 10.8439 8.5213
H -17.5819 17.0958 11.3722
H -13.7409 14.1374 11.2012

***

# C11H27IN3OP2

A cluster of 3 separate species, C11H27IN3OP2 in total (ωB97M-V with the def2-TZVPD basis set, the Open Molecules 2025 dataset).

## Properties
- Net charge: -1
- Lowest unoccupied orbital energy: 2.1822 eV
- HOMO-LUMO gap: 4.79 eV
- Total energy: -45038.236 eV

Positions of all 45 atoms, in Å:
C 2.6856 -0.0515 -0.7608
H -2.3392 0.8869 -1.9047
C -3.6143 -0.7780 -2.4634
H -2.0551 4.7702 2.5115
H -0.2618 3.1038 2.2070
H 4.7646 -0.7832 -0.8547
N -1.8700 -1.1038 0.5463
C 3.8791 -0.8977 -0.1411
H -2.9560 -2.3123 -3.8380
H -4.3548 -1.4288 -1.9881
H -3.9084 3.6132 1.2929
H -3.6774 5.2665 0.7101
H 5.0340 -2.9626 -0.0765
H 3.0607 1.0208 -0.8344
H 3.3861 -4.2414 0.1844
H 0.4900 0.0876 -0.5967
H -4.1329 -0.2245 -3.2514
H -3.8677 0.8167 -1.0218
C -1.1931 3.0034 1.6465
H 3.2135 -4.9737 2.2442
H -2.0248 -2.2577 -2.3466
H 1.3438 0.9855 0.7205
C -2.3852 -0.5276 -0.3232
H -0.9398 2.5821 0.6710
O 2.9627 -1.4361 2.9548
C -2.5273 -1.6382 -3.0926
H 2.1316 -2.6450 0.1425
N -2.8225 3.3610 -1.6907
P 3.5740 -2.7824 0.0303
H 3.4131 -2.9824 -1.3986
C 1.3622 0.0116 0.1245
H -1.8313 2.2891 2.1738
H 2.0700 -3.9551 2.9205
P 3.8835 -2.7232 2.2396
H 4.2114 -0.4124 0.8306
C -3.0591 0.2125 -1.4371
H 1.2528 -0.8163 0.8726
I 2.2391 -0.5948 -2.8567
H 2.8661 -1.7198 3.8855
H -1.7756 -1.0179 -3.5877
H -1.2100 5.0487 0.9937
C -3.2171 4.2779 0.7693
N 3.0793 -4.1914 2.8942
C -2.9982 3.7608 -0.6150
C -1.8815 4.3589 1.5133

***

# C11H27N3O8Sr

A structure of composition C11H27N3O8Sr (ωB97M-V with the def2-TZVPD basis set, the Open Molecules 2025 dataset).

## Properties
- Net charge: 0
- Energy relative to the best compared isomer or geometry (same formula, charge and spin): 1.144 eV
- Lowest unoccupied orbital energy: 0.3025 eV
- HOMO-LUMO gap: 8.63 eV
- Total energy: -33535.099 eV

Positions of all 50 atoms, in Å:
C -2.6896 -1.6751 0.8041
H -0.9916 3.3152 -1.0514
C 2.8803 -1.5274 -0.6414
C -0.7140 -2.6281 0.0139
H -4.4865 2.7759 2.2957
H -3.3274 2.2484 4.1167
H 3.7189 -1.3293 0.0204
H -1.7574 1.6547 4.0307
O -1.4142 -1.3688 0.3134
H -3.3002 -2.4152 0.2768
O -0.4122 0.0559 -2.7088
H 1.1718 -3.5630 -0.3682
H -2.6152 -1.9731 1.8565
N -2.5132 2.1165 3.5492
H -0.8003 1.9821 -1.7816
H -0.6291 -3.0283 1.0324
H 3.8544 -0.6788 -2.3000
O -2.4015 0.6266 -2.0297
C -2.0640 -1.4872 -3.2997
C 1.9043 0.9840 2.5077
C 2.8442 -0.6006 -1.8761
C 2.8464 1.7133 -2.4249
C -2.5702 2.0253 2.1910
H 3.3241 2.3839 3.4044
H -2.4657 -2.1632 -2.5384
H 2.6304 1.6007 -3.4841
O 1.6984 1.7162 1.5099
H 0.5046 -2.5312 -1.6461
N -3.7557 2.4867 1.6789
H -3.8184 2.7015 0.6998
H 3.8905 1.8806 -2.1365
C -1.6431 -0.2065 -2.6054
H 2.0445 1.8096 4.4184
H -3.3221 -0.7868 0.7338
H -1.1847 -2.0092 -3.6725
O -0.3435 2.6214 -1.2005
H 1.7136 -1.7607 1.0541
H -2.7479 -1.2880 -4.1212
C 0.7458 -2.5756 -0.5839
H 3.0169 -2.4945 -1.1426
O 2.3457 0.6723 -1.6040
O -1.7063 1.5300 1.4853
H 3.3409 0.7127 4.1475
C 2.7603 1.4886 3.6531
O 1.2810 -0.1055 2.6148
H -1.1747 -3.4301 -0.5669
H 2.2287 -1.0743 -2.6529
Sr 0.1054 0.5320 -0.0003
H 2.4236 2.6424 -2.0369
N 1.5741 -1.5758 0.0653